(1)
22
Properties=species:S:1:pos:R:3:forces:R:3 method="wB97M-V/def2-TZVPD" total_energy_ha=-654.8124 homo_energy_ev="-9.02 / -8.10" charge=+1 orbital_gap_ev="5.8 / 4.7" mol_weight_da=283.4 relative_energy_kj_mol=0.0
O 2.334 1.557 -1.278 -1.2 -1.6 -0.3
Mg 4.044 1.058 -1.930 -0.7 0.4 0.3
C -2.398 1.982 -1.094 -0.7 0.3 -0.2
O -1.692 0.970 -0.384 -1.5 0.4 0.9
C -2.442 0.365 0.674 -0.5 0.0 0.3
C -1.571 -0.587 1.467 0.4 0.3 0.6
C -1.138 -1.845 0.743 -0.3 -0.4 0.3
O -0.161 -1.544 -0.261 -0.3 -1.2 1.1
C 0.512 -2.689 -0.775 0.1 -0.7 -0.1
La 0.336 0.443 -1.287 4.6 2.5 -1.9
H -1.669 2.521 -1.709 -0.2 0.1 0.0
H -3.157 1.518 -1.738 0.2 0.2 0.1
H -2.871 2.672 -0.382 0.2 -0.1 -0.3
H -3.301 -0.158 0.226 0.2 0.1 0.1
H -2.815 1.168 1.325 0.1 -0.2 -0.1
H -2.158 -0.905 2.340 0.1 0.0 -0.2
H -0.682 -0.059 1.907 -0.7 -0.4 -0.5
H -1.985 -2.344 0.245 0.2 0.1 0.2
H -0.685 -2.544 1.459 -0.1 0.1 -0.2
H 1.383 -2.332 -1.337 -0.2 -0.2 -0.1
H 0.869 -3.319 0.052 -0.1 0.2 -0.2
H -0.178 -3.260 -1.411 0.4 0.1 0.1



(2)
18
Properties=species:S:1:pos:R:3:forces:R:3 method="wB97M-V/def2-TZVPD" total_energy_ha=-252.1587 homo_energy_ev=-13.32 charge=+1 orbital_gap_ev=9.8 mol_weight_da=86.2 relative_energy_kj_mol=190.2
C 0.990 -2.364 0.877 -1.1 0.9 1.6
N 0.785 -1.326 -0.187 -1.0 -0.6 -1.0
H 1.530 -1.908 1.739 -0.6 -0.2 -0.7
H -0.037 -2.682 1.219 1.2 0.2 -0.4
H 1.563 -3.200 0.556 0.3 -0.5 -0.7
H 1.527 -0.659 -0.359 0.5 0.0 0.2
H -0.047 -0.721 0.012 0.3 -0.3 0.2
H 0.561 -1.748 -1.115 0.3 0.2 0.8
C -1.649 0.557 1.139 -0.5 0.0 -0.5
C -1.272 1.005 -0.072 -0.5 0.0 0.0
C 0.049 1.615 -0.317 0.5 -1.3 -2.7
C 0.650 1.463 -1.546 -0.1 0.6 1.7
H -0.940 0.588 1.958 -0.1 0.2 0.2
H -2.667 0.188 1.364 0.8 0.1 -0.3
H -1.935 0.953 -0.958 0.3 0.0 0.7
H 0.542 2.042 0.525 0.4 0.6 0.4
H 1.636 1.911 -1.789 -0.8 -0.4 0.3
H 0.166 0.871 -2.333 0.0 0.5 0.2



(3)
18
Properties=species:S:1:pos:R:3:forces:R:3 method="wB97M-V/def2-TZVPD" total_energy_ha=-252.0801 homo_energy_ev=-13.95 charge=+1 orbital_gap_ev=10.3 mol_weight_da=86.2 relative_energy_kj_mol=396.6
C 1.095 -0.492 0.000 0.2 0.4 -0.1
C 3.159 0.464 0.002 -3.5 -0.8 -0.3
C -0.265 -0.557 -0.187 3.6 0.6 0.3
C -1.127 -1.739 0.079 -0.2 0.1 0.0
C -1.702 1.374 0.406 -0.5 0.5 0.7
N -0.990 0.645 -0.669 0.2 0.0 -0.3
H 1.525 -1.415 0.356 -0.2 -0.2 0.1
H 2.974 1.515 0.109 0.1 0.2 0.0
H 3.498 -0.068 0.869 0.1 -0.1 0.2
H 3.471 0.103 -0.959 0.1 0.0 -0.2
H -1.677 -2.026 -0.817 -0.1 -0.1 -0.1
H -1.841 -1.527 0.874 -0.1 -0.1 0.1
H -0.525 -2.585 0.388 0.1 0.0 0.0
H -2.565 0.802 0.742 0.1 0.0 -0.1
H -1.026 1.520 1.248 0.0 -0.1 -0.2
H -2.040 2.345 0.045 0.0 -0.1 -0.1
H -0.297 1.271 -1.094 -0.2 -0.2 0.0
H -1.666 0.369 -1.393 0.3 0.2 0.1



(4)
18
Properties=species:S:1:pos:R:3:forces:R:3 method="wB97M-V/def2-TZVPD" total_energy_ha=-252.0776 homo_energy_ev=-14.16 charge=+1 orbital_gap_ev=8.0 mol_weight_da=86.2 relative_energy_kj_mol=403.1
C -1.793 -0.607 -1.555 0.2 0.6 -0.1
C -1.716 -0.451 -0.050 0.1 -0.6 0.6
C -0.526 0.360 0.544 -0.9 -0.8 0.1
C 0.767 0.012 0.052 -0.5 0.9 -3.4
C 1.364 -0.362 -1.049 0.1 -0.5 2.2
N 1.843 0.851 1.745 0.9 -0.4 1.2
H -2.671 -1.179 -1.854 0.1 0.0 0.1
H -1.847 0.371 -2.051 -0.1 -0.2 0.0
H -0.909 -1.115 -1.936 -0.1 -0.1 -0.1
H -2.616 0.010 0.359 0.0 0.2 -0.1
H -1.693 -1.446 0.425 0.1 0.2 -0.2
H -0.523 0.207 1.622 -0.2 0.6 0.1
H -0.636 1.433 0.295 0.3 0.1 0.4
H 1.307 0.273 -1.928 -0.4 -0.1 -0.1
H 1.925 -1.290 -1.052 0.7 0.2 -0.1
H 1.663 1.751 2.193 -0.3 0.1 -0.4
H 1.780 0.191 2.522 0.2 0.0 -0.1
H 2.825 0.882 1.477 -0.1 -0.1 0.0



(5)
18
Properties=species:S:1:pos:R:3:forces:R:3 method="wB97M-V/def2-TZVPD" total_energy_ha=-252.0311 homo_energy_ev=-13.27 charge=+1 orbital_gap_ev=5.9 mol_weight_da=86.2 relative_energy_kj_mol=525.1
C -0.362 -1.080 1.632 0.7 -0.4 -1.2
C 0.733 -1.871 0.925 -0.3 0.1 1.6
C 0.505 -1.885 -0.556 0.1 -0.2 -1.3
C 0.826 -0.483 -1.108 0.2 -0.6 2.0
C 0.181 0.521 -0.625 1.1 0.5 -2.0
N -1.366 3.866 -0.760 -0.1 0.0 0.2
H -0.431 -0.137 0.998 -0.2 0.5 0.2
H -0.111 -0.787 2.644 -0.2 0.1 0.1
H -1.326 -1.551 1.508 -0.3 -0.1 0.3
H 0.734 -2.898 1.294 -0.3 -0.2 -0.2
H 1.705 -1.515 1.258 0.2 0.2 -0.4
H -0.539 -2.061 -0.785 -0.3 -0.2 0.1
H 1.055 -2.625 -1.124 0.3 0.0 0.1
H 1.823 -0.261 -1.520 -0.3 0.0 -0.3
H -0.253 1.346 -1.200 -0.7 0.2 1.2
H -1.359 3.002 -1.276 -0.1 0.0 -0.2
H -0.764 3.799 0.048 0.1 0.0 0.0
H -1.051 4.621 -1.354 0.0 0.0 0.0



(6)
18
Properties=species:S:1:pos:R:3:forces:R:3 method="wB97M-V/def2-TZVPD" total_energy_ha=-252.1772 homo_energy_ev=-14.48 charge=+1 smiles="CCC/C=C/[NH3+]" orbital_gap_ev=10.7 mol_weight_da=86.2 relative_energy_kj_mol=141.5
C 2.749 0.547 -0.413 -0.3 0.0 0.1
C 1.439 1.170 0.030 -0.4 1.0 0.0
C 0.213 0.628 -0.733 -0.5 0.0 1.0
C -0.767 -0.084 0.182 -0.1 0.2 -0.5
C -1.812 -0.799 -0.197 0.4 -0.7 1.0
N -2.657 -1.468 0.866 0.6 0.7 -0.1
H 2.998 0.866 -1.423 0.1 0.0 0.0
H 3.536 0.843 0.268 0.3 0.0 0.0
H 2.668 -0.539 -0.426 0.1 -0.1 0.1
H 1.272 1.130 1.105 0.1 -0.7 0.2
H 1.476 2.262 -0.073 0.1 -0.1 -0.5
H -0.411 1.443 -1.110 0.4 0.0 -0.4
H 0.536 -0.029 -1.536 -0.2 0.1 -0.3
H -0.653 0.115 1.236 0.1 0.1 0.3
H -2.033 -1.221 -1.143 -0.1 0.1 -0.9
H -2.124 -2.221 1.301 -0.2 -0.2 0.0
H -2.916 -0.813 1.602 0.0 0.1 0.1
H -3.513 -1.828 0.464 -0.3 -0.3 -0.1